Entry 1:
# C26H36FN3O

One molecule with the formula C26H36FN3O (ωB97M-V/def2-TZVPD, OMol25).

```
67
C26H36FN3O, DFT ωB97M-V/def2-TZVPD
C -1.1935 -4.2809 0.2081
C 0.1465 -3.7844 -0.2387
C 0.8904 -4.5235 -1.1495
C 2.1320 -4.0956 -1.5842
C 2.6546 -2.9104 -1.0991
C 1.9251 -2.1632 -0.1932
C 0.6670 -2.5756 0.2362
C -0.0619 -1.7514 1.2620
C -1.5356 -1.4141 1.0482
O -2.3424 -1.6924 1.9192
N -1.9257 -0.7303 -0.0579
C -1.1426 -0.5644 -1.2639
H -0.2890 -1.2404 -1.2128
C -0.6009 0.8473 -1.5544
C -1.6542 1.8725 -1.9706
C -0.9604 3.1971 -2.2764
C -0.1331 3.6516 -1.0767
N 0.8489 2.6356 -0.7563
C 0.1950 1.3981 -0.3754
H 0.9725 0.6827 -0.1045
H -0.4719 1.5403 0.4950
C 1.8054 3.0604 0.2515
C 2.9367 2.0713 0.3358
C 3.4121 1.5927 1.5489
C 4.4318 0.6615 1.6322
C 5.0014 0.1856 0.4651
C 4.5495 0.6470 -0.7612
C 3.5302 1.5792 -0.8216
H 3.1605 1.9333 -1.7710
H 4.9927 0.2768 -1.6732
H 5.7933 -0.5457 0.5158
H 4.7588 0.3202 2.6017
F 2.8596 2.0403 2.7011
H 1.3382 3.1843 1.2435
H 2.2068 4.0326 -0.0544
H 0.3934 4.5780 -1.3211
H -0.8026 3.8548 -0.2198
H -0.2951 3.0709 -3.1322
H -1.6968 3.9639 -2.5231
H -2.1998 1.5230 -2.8501
H -2.3678 2.0256 -1.1622
H 0.0976 0.7331 -2.3915
H -1.7592 -0.8771 -2.1157
C -3.3443 -0.4003 -0.1177
H -3.5795 -0.0828 -1.1330
H -3.9198 -1.3007 0.1236
C -3.7289 0.7016 0.8948
N -5.0973 1.1622 0.8390
C -6.0727 0.1503 1.1813
H -7.0225 0.6410 1.3972
H -5.7410 -0.3778 2.0724
H -6.2407 -0.5827 0.3780
C -5.4505 1.8640 -0.3739
H -4.7105 2.6376 -0.5741
H -6.4173 2.3456 -0.2254
H -5.5295 1.2120 -1.2581
H -3.0802 1.5707 0.7520
H -3.5507 0.3119 1.8989
H 0.4694 -0.8098 1.4147
H -0.0417 -2.2914 2.2148
H 2.3447 -1.2427 0.1893
H 3.6273 -2.5668 -1.4175
H 2.6910 -4.6894 -2.2919
H 0.4891 -5.4564 -1.5194
H -1.3264 -5.3243 -0.0681
H -1.9903 -3.7016 -0.2589
H -1.3103 -4.1838 1.2853
```

The strongest force on any atom comes out at 0.599 eV/A. The calculation puts the energy at -36782.230 eV. Its SMILES is Cc1ccccc1CC(=O)N(CCN(C)C)C[C@H]1CCCN(Cc2ccccc2F)C1. The calculation puts the HOMO-LUMO gap at 8.87 eV. The calculation puts the lowest unoccupied orbital energy at 0.77 eV.

***

Entry 2:
# C26H36IN3OsP

C26H36IN3OsP as an isolated structure (ωB97M-V/def2-TZVPD, OMol25).

```
68
C26H36IN3OsP, DFT ωB97M-V/def2-TZVPD
Os -0.7708 -1.1624 -0.3074
C 3.7774 -1.7132 0.8711
C 2.2623 -1.8773 0.7923
C 1.6078 -1.5090 2.1294
P 1.4299 -0.9008 -0.5285
C 2.3369 -1.2332 -2.0824
C 1.9751 -0.2358 -3.1836
C 2.1798 -2.6841 -2.5287
C 1.6685 0.8348 -0.1294
C 2.8741 1.5299 -0.1223
C 2.9328 2.8545 0.2871
C 4.2278 3.6185 0.3076
C 1.7380 3.4559 0.6931
C 0.5289 2.7827 0.6812
C 0.4760 1.4561 0.2532
N -0.7151 0.7053 0.2088
C -1.9675 1.3799 0.3515
C -2.6767 1.2578 1.5479
C -2.0998 0.4910 2.7097
C -3.9133 1.8845 1.6574
C -4.4495 2.6251 0.6129
C -5.7777 3.3154 0.7501
C -3.7147 2.7371 -0.5652
C -2.4773 2.1312 -0.7158
C -1.6928 2.2750 -1.9886
H 4.1762 -2.3849 1.6327
H 4.0440 -0.6956 1.1602
H 4.2762 -1.9524 -0.0683
H 2.0275 -2.9227 0.5619
H 1.7996 -0.4637 2.3782
H 2.0135 -2.1283 2.9306
H 0.5233 -1.6608 2.1265
H 3.3817 -1.0556 -1.8049
H 0.9586 -0.3805 -3.5429
H 2.6432 -0.3745 -4.0348
H 2.0729 0.7934 -2.8396
H 1.1404 -2.8826 -2.8053
H 2.4912 -3.3899 -1.7554
H 2.7939 -2.8743 -3.4095
H 3.7848 1.0389 -0.4496
H 5.0382 3.0342 -0.1266
H 4.5126 3.8793 1.3281
H 4.1445 4.5486 -0.2556
H 1.7575 4.4886 1.0219
H -0.3791 3.2855 0.9897
H -1.0953 0.8407 2.9547
H -2.0209 -0.5785 2.4936
H -2.7274 0.6013 3.5923
H -4.4682 1.7959 2.5848
H -6.3387 2.9337 1.6017
H -6.3831 3.1831 -0.1467
H -5.6396 4.3886 0.8952
H -4.1201 3.3153 -1.3886
H -2.2818 2.7817 -2.7511
H -1.3909 1.2973 -2.3723
H -0.7787 2.8510 -1.8266
C -1.3195 -1.4081 -2.0368
H -0.8201 -1.2909 -2.9942
H -2.4190 -1.4724 -2.1202
I -2.5691 -6.2725 2.7708
C -1.6693 -5.0263 1.4009
C -0.8911 -5.3857 0.3220
N -0.4985 -4.2488 -0.2756
N -1.0074 -3.1706 0.3373
C -1.7143 -3.6283 1.3679
H -0.5950 -6.3530 -0.0470
H 0.0005 -4.1246 -1.1430
H -2.2128 -2.9506 2.0425
```

As for the total charge: +1. The strongest force on any atom comes out at 0.457 eV/A. The calculation puts the energy at -51868.036 eV. The calculation puts the HOMO-LUMO gap at 7.53 eV. The calculation puts the lowest unoccupied orbital energy at -2.90 eV.

***

Entry 3:
# C26H36N2O4S

One molecule with the formula C26H36N2O4S (ωB97M-V/def2-TZVPD, OMol25).

```
69
C26H36N2O4S, DFT ωB97M-V/def2-TZVPD
C -1.1829 -2.3400 -0.6185
C -2.6545 -1.9495 -0.6301
C -3.4155 -2.5704 0.5394
H -3.2100 -3.6417 0.5753
C -4.9302 -2.3781 0.4153
N -5.2720 -0.9710 0.3623
C -5.7840 -0.3709 -0.7226
O -5.9993 -0.9198 -1.7826
C -6.1292 1.1087 -0.4983
O -5.3720 1.7376 0.5109
C -4.0864 2.1066 0.2260
C -3.4661 2.9174 1.1770
C -2.1750 3.3570 0.9830
C -1.4822 2.9895 -0.1644
C -2.0903 2.1776 -1.1087
C -3.3854 1.7296 -0.9149
H -3.8384 1.0986 -1.6639
H -1.5537 1.8898 -2.0006
S 0.1396 3.6655 -0.4311
C 1.0239 2.2679 -1.0791
C 1.9446 2.4718 -2.0998
C 2.7013 1.4182 -2.5648
C 2.5522 0.1451 -2.0141
C 1.6294 -0.0545 -0.9932
C 0.8721 1.0051 -0.5290
H 0.1621 0.8448 0.2688
H 1.5042 -1.0221 -0.5361
O 3.3696 -0.8258 -2.5268
C 3.3136 -2.1130 -1.9524
C 3.7360 -2.1357 -0.4747
O 3.2958 -2.9511 0.3077
N 4.6377 -1.1887 -0.1717
H 4.9098 -0.5407 -0.8962
C 5.0586 -0.8870 1.1829
C 6.5436 -0.5500 1.1849
H 6.8733 -0.3236 2.1949
H 7.1183 -1.3961 0.8150
H 6.7452 0.3075 0.5476
H 4.8894 -1.8059 1.7561
C 4.1658 0.2105 1.7890
C 4.2363 1.5801 1.0990
C 5.1754 2.5587 1.7962
H 5.1761 3.5127 1.2735
H 6.1944 2.1836 1.8259
H 4.8460 2.7325 2.8182
H 3.2367 2.0190 1.0844
H 4.5381 1.4644 0.0562
H 3.1403 -0.1615 1.7425
H 4.4251 0.3217 2.8429
H 2.3163 -2.5590 -2.0431
H 4.0176 -2.7184 -2.5308
H 3.4187 1.5580 -3.3581
H 2.0652 3.4584 -2.5192
H -1.6988 3.9940 1.7121
H -4.0217 3.1975 2.0579
H -7.1674 1.1574 -0.1533
H -6.0593 1.6417 -1.4530
H -5.1223 -0.4184 1.1942
C -5.6737 -3.0405 1.5725
H -5.3513 -2.6182 2.5226
H -5.4731 -4.1080 1.5838
H -6.7455 -2.8905 1.4691
H -5.2716 -2.7979 -0.5370
H -3.0678 -2.1321 1.4786
H -3.1106 -2.2754 -1.5670
H -2.7375 -0.8615 -0.5825
H -0.6641 -1.8682 -1.4496
H -1.0697 -3.4182 -0.7080
H -0.7106 -2.0254 0.3099
```

The strongest force on any atom comes out at 0.580 eV/A. The calculation puts the energy at -49553.103 eV. Its SMILES is CCC[C@@H](C)NC(=O)COc1ccc(Sc2ccc(OCC(=O)N[C@@H](C)CCC)cc2)cc1. The calculation puts the HOMO-LUMO gap at 8.48 eV. The calculation puts the lowest unoccupied orbital energy at 0.64 eV.

***

Entry 4:
# C26H36N2O5PdSSi

C26H36N2O5PdSSi as an isolated structure (ωB97M-V/def2-TZVPD, OMol25).

```
72
C26H36N2O5PdSSi, DFT ωB97M-V/def2-TZVPD
Pd -0.3848 1.2429 1.2631
C 2.1993 -1.3294 3.3979
O 0.8902 -0.9893 2.9665
C -0.0982 -1.3992 3.8744
C -1.4439 -1.1541 3.2376
O -1.6413 0.2105 2.8367
C -1.9862 1.1248 3.8954
C -0.9709 2.2349 3.9895
O -0.9679 2.9060 2.7286
C -0.1508 4.0889 2.7234
H 2.4298 -0.8508 4.3543
H 2.3009 -2.4145 3.5000
H 2.8945 -0.9730 2.6426
H -0.0216 -2.4738 4.0878
H -0.0006 -0.8639 4.8294
H -1.5454 -1.7420 2.3259
H -2.2449 -1.4375 3.9243
H -2.9670 1.5380 3.6536
H -2.0502 0.5918 4.8449
H -1.2588 2.9338 4.7802
H 0.0357 1.8536 4.1962
H -0.5676 4.8110 3.4265
H 0.8786 3.8413 2.9848
H -0.1897 4.4923 1.7149
C -2.7935 1.4668 -2.7918
Si -3.1625 2.7512 -1.4874
C -1.9932 4.2040 -1.5792
C -4.9224 3.3662 -1.6544
C -3.0096 1.9588 0.1926
H -2.9844 1.8584 -3.7924
H -3.4258 0.5863 -2.6513
H -1.7511 1.1513 -2.7426
H -2.1344 4.7308 -2.5260
H -0.9474 3.9015 -1.5127
H -2.2035 4.9139 -0.7755
H -5.0509 3.8520 -2.6246
H -5.1614 4.0970 -0.8805
H -5.6431 2.5501 -1.5855
H -2.9808 2.5474 1.1061
H -3.1632 0.8935 0.3611
O 0.3030 1.6487 -1.2661
C 0.5544 0.4586 -1.3020
N 1.3086 -0.1362 -2.2510
C 1.6785 -1.5058 -2.1722
C 0.4072 -1.5528 -0.0666
O 0.5241 -2.6003 0.3893
N 0.0651 -0.3667 -0.2638
C 0.7594 -2.4541 -2.7512
C 0.8041 -3.8251 -2.4213
C -0.1012 -4.7142 -2.9639
C -1.0848 -4.2714 -3.8407
C -1.1620 -2.9210 -4.1624
C -0.2638 -2.0232 -3.6241
C 3.0428 -1.7740 -1.7471
C 3.7718 -2.8631 -2.2473
C 5.0672 -3.0973 -1.8236
C 5.6654 -2.2576 -0.8931
C 4.9641 -1.1659 -0.3972
C 3.6719 -0.9194 -0.8222
H 1.9066 0.5144 -2.7452
H 1.5310 -4.1808 -1.7044
H -0.0492 -5.7601 -2.6924
H -1.7910 -4.9725 -4.2644
H -1.9244 -2.5685 -4.8443
H -0.3265 -0.9783 -3.8960
H 3.3364 -3.4992 -3.0051
H 5.6218 -3.9308 -2.2334
H 6.6793 -2.4477 -0.5675
H 5.4246 -0.5021 0.3227
H 3.1391 -0.0697 -0.4093
S 3.0326 2.1344 1.8742
C 1.6318 1.5305 1.5572
```

As for the total charge: +1. The strongest force on any atom comes out at 0.472 eV/A. The calculation puts the energy at -62944.705 eV. As for the expectation value of S²: 8.80. The calculation puts the HOMO-LUMO gap (spin up / spin down) at 6.47 / 7.10 eV. The calculation puts the lowest unoccupied orbital energy (spin up / spin down) at -2.17 / -4.68 eV. As for the spin multiplicity: 6.